Record 1
ORCA calculation (the ωB97M-V functional and the def2-TZVPD basis) on C28H29N7OPtS2Se as an isolated structure.

Spin multiplicity   3
E_HOMO (spin up / spin down)   -0.468 / -0.492 hartree
Gap between HOMO and LUMO (spin up / spin down)   6.75 / 6.84 eV
Charge   +2

Geometry as XYZ:
```
69
Properties=species:S:1:pos:R:3:lowdin_charge:R:1
Pt 0.30054 -0.63329 0.22750 0.72
S -1.97259 -1.16856 0.37916 0.64
C -2.25641 -1.91963 1.91049 -0.70
N -1.37450 -2.79876 2.42844 0.04
C -1.56523 -3.47599 3.58336 -0.05
C -2.70926 -3.28922 4.30191 -0.02
C -3.66077 -2.38812 3.80383 -0.01
C -3.44111 -1.71043 2.62714 -0.06
H -0.50731 -2.96963 1.90666 0.02
H -0.76524 -4.14850 3.86123 0.14
H -2.86799 -3.83351 5.22058 0.12
H -4.57867 -2.21913 4.35226 0.13
H -4.16377 -1.00857 2.23709 0.12
C 3.85223 -0.83117 -4.40203 0.04
N 3.87799 -0.29282 -3.04801 -0.04
N 2.79768 -0.38597 -2.19959 0.07
C 3.04260 0.36675 -1.08860 -0.38
O 2.23723 0.44810 -0.09092 -0.22
C 4.30571 0.95329 -1.26612 0.08
C 4.77968 0.53325 -2.49422 -0.23
C 6.03831 0.89757 -3.19738 0.01
C 1.74327 -1.32061 -2.38487 -0.25
C 0.43614 -0.83101 -2.37434 -0.12
C -0.61809 -1.72853 -2.55887 -0.12
C -0.36069 -3.08083 -2.71441 -0.05
C 0.94730 -3.54753 -2.70328 -0.04
C 2.00927 -2.67140 -2.52875 -0.04
H 2.82386 -0.87894 -4.74877 0.11
H 4.29744 -1.82341 -4.44100 0.10
H 4.40362 -0.15577 -5.04967 0.10
H 4.79022 1.63536 -0.58944 0.12
H 6.66060 1.50250 -2.54384 0.09
H 5.82852 1.47850 -4.09706 0.10
H 6.59934 0.00884 -3.48685 0.10
H 0.27942 0.23997 -2.41916 0.13
H -1.63395 -1.35914 -2.59016 0.11
H -1.18107 -3.77081 -2.85931 0.12
H 1.14650 -4.60345 -2.83079 0.12
H 3.02749 -3.03677 -2.49236 0.13
Se 0.02712 -0.06303 3.85584 1.17
N 0.27490 0.54117 2.17584 -0.34
C 0.31324 1.85908 2.21706 -0.36
C 0.46412 2.73353 1.09617 -0.03
C 0.47213 4.06665 1.32235 -0.03
C 0.34553 4.63294 2.64291 -0.04
C 0.20849 3.84882 3.73144 0.00
C 0.18592 2.42521 3.54972 -0.37
N 0.04250 1.57190 4.53643 -0.19
H 0.57697 2.33114 0.10119 0.09
H 0.57627 4.74444 0.48470 0.12
H 0.35912 5.70953 2.74465 0.12
H 0.10314 4.24302 4.73272 0.13
C 4.26232 1.05479 3.12354 0.03
C 3.71795 -0.32259 3.28453 -0.24
C 3.87500 -1.11156 4.39743 0.05
C 3.28419 -2.37856 4.40584 -0.28
N 2.55859 -2.82590 3.37159 0.12
C 2.44485 -2.06446 2.30011 -0.73
S 1.53002 -2.61901 0.92629 0.69
N 3.01699 -0.83506 2.25361 0.11
C 3.41683 -3.29716 5.57096 0.00
H 4.65173 1.42661 4.06721 0.10
H 3.48583 1.73206 2.76237 0.09
H 5.07223 1.04732 2.39119 0.10
H 4.43405 -0.74989 5.24780 0.14
H 2.82621 -0.25879 1.41653 0.09
H 4.04607 -2.88127 6.35367 0.09
H 3.83042 -4.24860 5.23567 0.10
H 2.42700 -3.50509 5.97933 0.10
```

***

Record 2
ORCA calculation (the ωB97M-V functional and the def2-TZVPD basis) on C28H29NOS4SiTaTe as an isolated structure.

E_HOMO   -0.392 hartree
Gap between HOMO and LUMO   6.62 eV
Charge   +1

Geometry as XYZ:
```
66
Properties=species:S:1:pos:R:3:lowdin_charge:R:1
Ta -0.70389 -1.33312 0.00457 0.80
S -0.42021 -0.74522 2.33926 0.59
C 1.26658 -1.07177 2.75851 -0.62
C 1.59259 -0.98646 4.11454 -0.11
C 2.87720 -1.24509 4.55347 -0.06
C 3.86994 -1.61298 3.65203 -0.06
C 3.56001 -1.71417 2.31031 -0.10
C 2.27332 -1.42354 1.86003 -0.51
S 1.97379 -1.59964 0.11748 0.85
C 2.84765 -0.18338 -0.57951 -0.34
C 2.10756 1.12256 -0.56448 -0.33
C 2.71348 2.24473 -1.11946 0.00
C 2.04035 3.44922 -1.07719 -0.02
C 0.79139 3.49577 -0.47251 0.00
C 0.26290 2.32788 0.04430 -0.33
C -1.07660 2.31324 0.71313 -0.36
S -2.11881 0.97717 0.10249 0.90
C -2.28511 1.36183 -1.62129 -0.51
C -3.18441 2.36327 -1.97772 -0.09
C -3.36010 2.70832 -3.30492 -0.06
C -2.64157 2.03082 -4.28310 -0.06
C -1.75894 1.02321 -3.93542 -0.11
C -1.56085 0.67324 -2.59919 -0.62
S -0.40331 -0.64565 -2.30695 0.58
N 0.90078 1.15421 -0.01715 0.06
H 0.82077 -0.71774 4.82327 0.11
H 3.10348 -1.17056 5.60864 0.11
H 4.87062 -1.83421 3.99568 0.11
H 4.30834 -2.03711 1.59608 0.12
H 3.13754 -0.46245 -1.59316 0.10
H 3.76706 -0.10020 0.00347 0.10
H 3.68953 2.16592 -1.57851 0.13
H 2.47691 4.34099 -1.50596 0.12
H 0.23324 4.41938 -0.40923 0.12
H -1.60760 3.25451 0.58292 0.09
H -0.97659 2.11723 1.78266 0.08
H -3.75434 2.86259 -1.20370 0.11
H -4.05951 3.48682 -3.57511 0.11
H -2.77663 2.28244 -5.32643 0.11
H -1.21347 0.49256 -4.70422 0.10
Te -0.39588 -4.01473 -0.13829 1.05
C 1.62087 -4.63020 -0.04286 -0.68
C 2.23479 -4.80352 1.19163 -0.18
C 3.56422 -5.20021 1.25260 -0.08
C 4.27728 -5.43059 0.08542 -0.08
C 3.65670 -5.27429 -1.14730 -0.08
C 2.32963 -4.87718 -1.21402 -0.16
H 1.68679 -4.62076 2.10810 0.10
H 4.03853 -5.33349 2.21623 0.11
H 5.31134 -5.74440 0.13445 0.11
H 4.20558 -5.46609 -2.05986 0.11
H 1.85160 -4.75413 -2.17795 0.10
C -4.12153 -3.68728 -1.41982 -0.16
Si -4.05519 -2.53412 0.03291 0.36
C -4.23366 -3.35460 1.69057 -0.15
C -5.15740 -1.05199 -0.17426 -0.16
O -2.45781 -1.88618 0.02442 -0.67
H -5.15476 -3.95995 -1.64600 0.04
H -3.56519 -4.60779 -1.23908 0.02
H -3.70522 -3.20774 -2.30851 0.04
H -5.27924 -3.39906 2.00006 0.04
H -3.68740 -2.79357 2.45184 0.04
H -3.84124 -4.37231 1.68066 0.04
H -6.20166 -1.36442 -0.09660 0.04
H -5.02421 -0.57976 -1.14985 0.04
H -4.97975 -0.30351 0.59979 0.03
```

***

Record 3
ORCA calculation (the ωB97M-V functional and the def2-TZVPD basis) on C28H30As2IrP as an isolated structure.

Spin multiplicity   2
E_HOMO (spin up / spin down)   -0.627 / -0.641 hartree
Gap between HOMO and LUMO (spin up / spin down)   6.48 / 6.07 eV
Charge   +3

Geometry as XYZ:
```
62
Properties=species:S:1:pos:R:3:lowdin_charge:R:1
Ir 0.25254 0.29206 -1.09100 0.79
C 3.75056 -0.51824 -1.63074 -0.21
As 2.53108 0.28115 -0.36535 1.08
C 3.01168 -0.46951 1.34932 -0.20
C 2.90063 2.16269 -0.25267 -0.41
C 4.14217 2.72912 -0.50308 -0.06
C 4.31026 4.09792 -0.33270 -0.01
C 3.24872 4.89333 0.08076 -0.01
C 2.00070 4.33382 0.32263 -0.07
C 1.82649 2.96534 0.15342 -0.41
As 0.13159 2.10011 0.46233 1.10
C -1.22637 3.42105 0.11257 -0.22
C -0.11992 1.65460 2.32235 -0.20
H 4.74125 -0.49140 -1.17648 0.06
H 3.75197 0.04129 -2.56338 0.05
H 3.48250 -1.55538 -1.82333 0.05
H 3.99845 -0.08526 1.60588 0.07
H 3.05410 -1.55357 1.29026 0.04
H 2.29892 -0.17973 2.11516 0.03
H 4.98064 2.12414 -0.82537 0.12
H 5.27563 4.54719 -0.52456 0.13
H 3.39147 5.95830 0.20743 0.13
H 1.18375 4.97455 0.63014 0.11
H -1.14213 4.16112 0.90968 0.06
H -2.21314 2.96840 0.16141 0.03
H -1.06679 3.89611 -0.85237 0.06
H 0.19750 2.52540 2.89686 0.07
H 0.46091 0.78770 2.61902 0.03
H -1.17729 1.46607 2.50046 0.05
C -7.18783 -0.86743 0.13941 0.00
C -6.54868 -1.18182 -1.05748 -0.03
C -5.18946 -0.97492 -1.18887 -0.06
C -4.47029 -0.47068 -0.09348 -0.38
C -5.11299 -0.15240 1.10987 -0.07
C -6.47632 -0.35578 1.21905 -0.03
P -2.72595 -0.23239 -0.23134 1.19
C -2.18338 0.30832 -1.86226 -0.43
C -1.31104 -0.46495 -2.67695 -0.21
C -0.94204 0.01142 -3.94477 -0.04
C -1.43896 1.21897 -4.40899 0.00
C -2.34432 1.94651 -3.63279 0.00
C -2.70530 1.50735 -2.37184 -0.08
C -1.63994 -1.53339 0.23934 -0.38
C -2.11139 -2.72956 0.79055 -0.03
C -1.23507 -3.78028 0.98414 -0.01
C 0.10133 -3.62238 0.63726 0.00
C 0.58243 -2.40900 0.14056 -0.10
C -0.27312 -1.33226 -0.05229 -0.34
H -8.25557 -1.01976 0.22807 0.13
H -7.11525 -1.58840 -1.88410 0.13
H -4.69170 -1.21267 -2.12154 0.12
H -4.55407 0.24541 1.94845 0.11
H -6.98612 -0.11500 2.14178 0.13
H -1.14519 -1.51900 -2.45546 0.13
H -0.31648 -0.60363 -4.57983 0.13
H -1.17050 1.57316 -5.39568 0.14
H -2.77435 2.85860 -4.02680 0.14
H -3.41740 2.07731 -1.78559 0.12
H -3.16369 -2.84097 1.02449 0.13
H -1.59184 -4.71958 1.38411 0.14
H 0.79136 -4.44633 0.76944 0.14
H 1.63988 -2.35446 -0.08042 0.07
```

***

Record 4
ORCA calculation (the ωB97M-V functional and the def2-TZVPD basis) on C28H30BF3N6OsSi2 as an isolated structure.

Spin multiplicity   5
E_HOMO (spin up / spin down)   -0.189 / -0.312 hartree
Gap between HOMO and LUMO (spin up / spin down)   5.49 / 6.64 eV

Geometry as XYZ:
```
71
Properties=species:S:1:pos:R:3:lowdin_charge:R:1
Os 0.62120 -0.68978 -0.79994 1.32
C 4.53758 -1.67034 0.98553 -0.04
C 3.65248 -0.76729 0.40377 -0.15
N 2.57548 -1.40618 -0.05621 -0.13
N 2.73703 -2.71995 0.23753 -0.02
C 3.91280 -2.89458 0.85456 -0.07
B 1.75598 -3.83389 -0.22035 -0.52
N 1.62139 -3.73128 -1.74240 -0.04
C 1.80123 -4.64320 -2.71074 -0.07
C 1.55755 -4.03264 -3.92490 -0.06
C 1.22092 -2.71629 -3.58872 -0.14
N 1.27211 -2.54751 -2.27389 -0.06
N 0.35349 -3.62496 0.40157 -0.03
C -0.36592 -4.47075 1.15419 -0.08
C -1.62441 -3.93258 1.34149 -0.04
C -1.59266 -2.72579 0.64100 -0.15
N -0.40188 -2.55524 0.07570 -0.10
H 5.48921 -1.45909 1.43899 0.10
H 3.72921 0.30338 0.31862 0.10
H 4.22102 -3.87893 1.16332 0.12
H 2.18950 -4.90059 0.11184 0.12
H 2.08733 -5.65398 -2.47276 0.12
H 1.61223 -4.47257 -4.90460 0.09
H 0.95365 -1.89073 -4.22850 0.10
H 0.06407 -5.39473 1.50239 0.12
H -2.44476 -4.35414 1.89429 0.10
H -2.35463 -1.97356 0.51655 0.10
C -1.18144 0.37797 2.63500 -0.22
Si 0.49393 -0.07632 1.89998 0.55
C 1.25023 -1.36928 3.04814 -0.21
C 1.57996 1.47674 1.94368 -0.32
C 1.98150 1.97440 3.18985 -0.10
C 2.76164 3.11522 3.29811 -0.09
C 3.15202 3.78822 2.14751 -0.09
C 2.76068 3.30900 0.90731 -0.11
C 1.97900 2.15419 0.78167 -0.33
Si 1.43748 1.61470 -0.95454 0.42
C 0.26421 2.95095 -1.54579 -0.22
C 2.93528 1.69794 -2.10243 -0.22
H -1.06657 0.67169 3.68285 0.03
H -1.86218 -0.47630 2.59956 0.01
H -1.64020 1.20978 2.09625 0.02
H 1.03578 -1.12052 4.09216 0.03
H 2.33303 -1.42702 2.92494 0.02
H 0.83297 -2.36038 2.85405 0.01
H 1.68139 1.45767 4.09658 0.10
H 3.06269 3.48006 4.27246 0.10
H 3.75875 4.68266 2.21751 0.10
H 3.07362 3.85144 0.02037 0.09
H 0.81471 3.89353 -1.61332 0.03
H -0.55267 3.08107 -0.83456 0.03
H -0.16365 2.72861 -2.52467 0.03
H 3.53982 2.57119 -1.84488 0.02
H 2.60811 1.80704 -3.13826 0.03
H 3.57325 0.81512 -2.04795 0.01
F -7.96941 3.14810 -2.04762 0.14
C -7.13749 3.54885 -1.06379 -0.58
F -6.93782 4.87003 -1.24332 0.14
F -7.79512 3.39837 0.09774 0.14
C -5.84288 2.78656 -1.09196 -0.12
C -5.00499 2.94230 -2.19032 0.00
C -3.80992 2.25319 -2.24812 -0.01
C -3.44227 1.39683 -1.20504 -0.24
C -4.29406 1.24728 -0.10806 -0.01
C -5.49124 1.94014 -0.05224 0.00
C -2.19666 0.70201 -1.23822 -0.09
C -1.11519 0.12269 -1.24157 -0.30
H -5.28959 3.60799 -2.99476 0.13
H -3.14890 2.37198 -3.09557 0.12
H -4.00251 0.59344 0.70305 0.11
H -6.14648 1.82800 0.79982 0.12
```

***

no.,E_tot (Eh)
1,-4859.5607
2,-3421.6694
3,-6001.1718
4,-2407.6240